68
Properties=species:S:1:pos:R:3:forces:R:3 method="wB97M-V/def2-TZVPD" energy_ev=-203812.1175 spin_multiplicity=2 e_homo_ev="-6.04 / -7.05" homo_lumo_gap_ev="6.6 / 6.6"
C -1.43057 -2.09930 -1.77738 0.0 -0.4 -0.2
C -0.29839 -1.48469 -2.40811 0.2 -0.1 -0.1
C 0.87843 -2.15873 -1.91589 0.1 -0.3 -0.6
H -0.31948 -0.73926 -3.20961 0.1 -0.3 0.4
C 0.44990 -3.20835 -1.05630 0.1 0.1 -0.3
C -0.96342 -3.17430 -0.97701 0.0 0.3 -0.6
H -1.59314 -3.89774 -0.46137 0.2 0.4 0.0
H -2.47338 -1.81407 -1.94403 0.5 -0.2 0.1
H 1.89776 -1.95485 -2.25690 -0.5 -0.2 0.2
H 1.09978 -3.95592 -0.59158 -0.3 0.4 -0.1
Cu 0.01815 -0.73202 -0.52821 0.0 0.1 0.5
C 2.03699 4.76918 -0.34482 0.1 0.9 0.4
H 2.62496 4.02580 0.19641 -0.2 -0.1 -0.2
H 2.52785 5.03988 -1.28326 -0.1 -0.2 0.1
H 1.00491 4.46389 -0.51912 0.3 -0.2 -0.1
Si 0.36514 1.57220 -0.73607 -0.4 -0.9 -0.1
C -1.25199 2.32492 -1.26950 -0.2 0.3 0.4
C -2.05612 1.75515 -2.27780 0.0 0.5 0.0
H -1.82480 0.75898 -2.67153 0.0 0.5 0.1
C -3.13487 2.47961 -2.79332 0.1 0.0 0.2
H -3.72467 2.05513 -3.60976 0.1 0.2 0.3
C -3.43781 3.74724 -2.27817 0.2 -0.1 0.0
H -4.25090 4.33179 -2.71571 0.2 -0.2 0.2
C -2.69640 4.26713 -1.21266 -0.1 0.0 0.1
H -2.93205 5.25018 -0.80345 -0.1 -0.3 -0.1
C -1.62986 3.54234 -0.67760 -0.3 -0.1 -0.7
H -1.05706 3.92074 0.17289 -0.2 0.1 -0.3
C 1.56833 1.61412 -2.15732 0.4 0.2 0.0
C 1.27264 2.33703 -3.32100 0.3 -0.3 -0.1
H 0.38290 2.97695 -3.35121 0.4 -0.3 -0.1
C 2.10743 2.22962 -4.43776 0.1 0.0 0.1
H 1.86635 2.79610 -5.33943 0.1 -0.2 0.2
C 3.24141 1.41152 -4.39153 -0.2 0.1 0.0
H 3.88377 1.32075 -5.27061 -0.2 0.0 0.3
C 3.55958 0.71806 -3.22004 0.0 0.1 0.2
H 4.45234 0.09176 -3.16957 -0.2 0.2 -0.1
C 2.73828 0.82865 -2.09919 -0.2 0.4 -0.5
H 2.99102 0.29931 -1.17582 -0.1 0.1 -0.4
H 0.91784 2.25010 0.46826 -0.1 0.1 0.0
H 1.98368 5.66913 0.28871 0.1 -0.2 -0.2
C -3.99229 -2.40663 2.41140 0.3 0.1 0.1
As -2.35498 -1.74687 1.56186 0.5 0.1 -0.1
C -2.28684 0.00880 2.44162 -0.3 -0.2 0.2
C -0.99529 -2.73201 2.65185 -0.3 0.3 -0.2
C -1.43644 -3.80897 3.42711 0.6 0.0 0.1
C -0.50448 -4.60785 4.10195 0.0 0.1 -0.1
C 0.86041 -4.33357 4.01186 -0.2 0.2 -0.1
C 1.30626 -3.23925 3.25783 -0.5 -0.4 0.2
C 0.38919 -2.44645 2.56980 0.0 0.1 0.2
As 1.07880 -0.90881 1.53254 0.0 -0.7 1.0
C 2.97605 -1.35772 1.31538 -0.3 -0.1 0.0
C 1.30987 0.41107 2.98069 0.0 -0.2 -0.3
H -4.81664 -1.80963 2.00565 0.1 -0.2 0.2
H -3.91180 -2.28483 3.49481 -0.3 -0.1 -0.1
H -4.11161 -3.46053 2.14104 -0.2 0.2 0.1
H -2.57219 -0.12990 3.48967 0.2 0.3 -0.1
H -1.29502 0.46209 2.34809 -0.4 0.0 0.0
H -3.02963 0.62951 1.92466 0.2 0.0 0.2
H -2.50297 -4.03378 3.51823 0.5 0.0 0.0
H -0.85828 -5.44921 4.69906 0.1 0.2 -0.1
H 1.57891 -4.96817 4.52452 -0.1 0.1 -0.1
H 2.37175 -3.03059 3.20573 -0.2 -0.1 0.0
H 3.04499 -2.29396 0.75005 0.1 0.2 0.1
H 3.44802 -0.54128 0.75408 0.0 -0.3 0.2
H 3.43150 -1.46078 2.30861 0.0 0.1 -0.4
H 1.56481 1.37374 2.52346 -0.1 -0.2 0.2
H 2.13104 0.05455 3.61704 -0.3 0.2 -0.1
H 0.38232 0.48298 3.55781 0.3 0.1 -0.1